{"formula": "C4H10N2OS", "method": "ωB97M-V/def2-TZVPD", "relative_energy_kj_mol": 360.4, "largest_force_ev_per_a": 2.7, "symbols": ["N", "C", "C", "S", "C", "N", "C", "O", "H", "H", "H", "H", "H", "H", "H", "H", "H", "H"], "coordinates": [[-2.03896, -0.62429, -4.09297], [0.17712, 0.70134, 0.48220], [0.01420, 1.26734, -0.83009], [-1.74786, 1.29111, -0.91453], [1.14532, -0.39894, 0.65410], [1.07486, -1.13929, 1.82788], [0.77557, -0.44362, 3.09140], [1.99371, -0.67312, -0.16545], [-2.85400, -0.56677, -3.48961], [-1.76497, 0.35199, -4.07518], [-1.37011, -1.09501, -3.49243], [-0.51342, 0.91322, 1.28853], [0.44044, 2.27462, -0.89413], [0.58120, 0.60444, -1.49230], [1.95253, -1.64266, 1.82827], [-0.28942, -0.30489, 3.24244], [1.27689, 0.52219, 3.11002], [1.14692, -1.03767, 3.92184]], "forces_ev_per_angstrom": [[-0.304, 0.271, 0.434], [-1.974, -0.604, -0.270], [1.973, 1.765, -0.421], [0.056, -1.360, 0.821], [-0.552, -1.402, 0.700], [0.329, 0.890, -0.159], [0.200, -0.174, -0.151], [0.069, 0.314, -0.691], [-0.340, -0.345, -0.083], [0.421, 0.100, -0.282], [0.229, -0.045, -0.098], [0.438, 0.749, 0.228], [-0.033, -0.021, -0.273], [-0.250, 0.213, -0.278], [-0.089, -0.396, 0.434], [-0.146, -0.030, -0.107], [-0.033, 0.146, 0.237], [0.004, -0.073, -0.043]], "nbo_charge": [-1.049, -0.061, -0.644, -0.040, 0.574, -0.592, -0.427, -0.555, 0.351, 0.349, 0.352, 0.231, 0.232, 0.268, 0.394, 0.207, 0.189, 0.221]}


{"formula": "C54H54AuBrGe2N2S5", "method": "ωB97M-V/def2-TZVPD", "relative_energy_kj_mol": 12.5, "largest_force_ev_per_a": 1.5, "total_charge": -2, "symbols": ["Au", "C", "C", "C", "C", "C", "C", "C", "C", "C", "C", "C", "C", "C", "C", "C", "Ge", "S", "S", "Ge", "S", "S", "C", "C", "C", "C", "C", "C", "C", "C", "C", "C", "C", "C", "C", "C", "C", "C", "C", "C", "C", "C", "C", "C", "C", "C", "C", "C", "C", "C", "C", "C", "C", "C", "C", "H", "H", "H", "H", "H", "H", "H", "H", "H", "H", "H", "H", "H", "H", "H", "H", "H", "H", "H", "H", "H", "H", "H", "H", "H", "H", "H", "H", "H", "H", "H", "H", "H", "H", "H", "H", "H", "H", "H", "H", "H", "H", "H", "H", "H", "H", "H", "H", "H", "H", "Br", "C", "C", "C", "N", "C", "C", "H", "H", "H", "H", "S", "C", "N"], "coordinates": [[-0.16269, 0.55014, -0.92975], [3.47892, 0.18013, -7.77371], [2.02185, 0.06734, -7.43229], [1.12567, 1.06962, -7.77191], [-0.21441, 0.97696, -7.44222], [-1.16539, 2.07551, -7.80584], [-0.67801, -0.14901, -6.75884], [0.20448, -1.17564, -6.42653], [-0.26277, -2.40405, -5.71370], [1.54418, -1.04618, -6.76428], [-2.13128, -0.30291, -6.52151], [-2.88142, -0.86853, -7.54746], [-4.24144, -1.06239, -7.40199], [-4.84667, -0.70812, -6.21281], [-4.10578, -0.15169, -5.17254], [-2.74232, 0.07947, -5.33222], [-1.61195, 0.77729, -3.79998], [-1.10421, -0.92745, -2.54033], [0.12455, 2.15989, -4.40819], [-0.45523, 3.28766, -2.47893], [0.73355, 2.73544, -0.73890], [-2.61239, 2.50992, -2.67092], [-0.46505, 5.30919, -2.57891], [0.23348, 5.96894, -3.58288], [0.25116, 7.36026, -3.63309], [-0.43410, 8.10421, -2.69488], [-1.11157, 7.45313, -1.68157], [-1.12060, 6.06293, -1.60484], [-1.76611, 5.46560, -0.41067], [-3.11709, 5.13085, -0.38926], [-3.99351, 5.29843, -1.59452], [-3.68532, 4.65339, 0.78679], [-2.93606, 4.50878, 1.93979], [-3.51255, 3.98676, 3.22341], [-1.59927, 4.88644, 1.91151], [-1.00701, 5.37904, 0.76331], [0.41337, 5.85004, 0.79554], [1.04241, 5.28332, -4.61465], [2.34719, 4.89006, -4.31992], [2.85604, 4.96132, -2.91543], [3.16200, 4.45292, -5.35264], [2.71165, 4.39645, -6.66079], [3.64890, 4.02858, -7.77379], [1.39595, 4.74510, -6.92512], [0.55658, 5.18906, -5.91861], [-0.86302, 5.58252, -6.20787], [-4.84365, 0.11395, -3.91795], [-5.48334, 1.33181, -3.70319], [-5.35366, 2.47037, -4.67064], [-6.25376, 1.50513, -2.56109], [-6.42756, 0.48014, -1.64736], [-7.29053, 0.65347, -0.43079], [-5.81369, -0.73965, -1.89836], [-5.02202, -0.94210, -3.01753], [-4.36651, -2.26820, -3.25179], [3.62659, 0.69841, -8.72079], [3.93575, -0.80685, -7.83449], [3.99123, 0.74466, -6.99475], [1.47515, 1.94790, -8.29530], [-0.65150, 2.85207, -8.36680], [-1.57424, 2.51861, -6.89844], [-1.99724, 1.69439, -8.39932], [-1.31498, -2.60206, -5.90793], [-0.15011, -2.26303, -4.63787], [0.33026, -3.26781, -6.01135], [2.22828, -1.83899, -6.49395], [-2.37452, -1.17059, -8.45452], [-4.82053, -1.50095, -8.20615], [-5.90669, -0.87638, -6.06403], [0.82868, 7.84490, -4.41136], [-0.41571, 9.18606, -2.73739], [-1.63383, 8.02088, -0.92052], [-3.44243, 5.76043, -2.41106], [-4.86321, 5.91393, -1.35486], [-4.34891, 4.32281, -1.92581], [-4.73604, 4.39361, 0.78189], [-4.55867, 3.71684, 3.10887], [-3.43449, 4.73428, 4.01448], [-2.95819, 3.10581, 3.54844], [-1.00829, 4.78581, 2.81271], [0.82051, 5.74201, 1.79860], [0.48130, 6.89512, 0.49165], [1.01968, 5.25935, 0.11119], [2.54975, 5.89155, -2.43852], [3.93980, 4.87894, -2.88506], [2.43479, 4.14154, -2.33017], [4.18034, 4.16586, -5.12772], [4.49980, 3.47131, -7.39128], [4.02345, 4.93329, -8.25757], [3.15005, 3.42752, -8.53021], [1.02046, 4.68564, -7.93860], [-1.13168, 5.33202, -7.23279], [-1.00571, 6.65512, -6.05602], [-1.54010, 5.06272, -5.52842], [-4.97373, 2.13796, -5.63503], [-4.65746, 3.20301, -4.26287], [-6.31886, 2.95774, -4.81159], [-6.72689, 2.46315, -2.39393], [-7.23491, 1.66970, -0.04754], [-6.98453, -0.03464, 0.35175], [-8.33068, 0.43748, -0.67894], [-5.95288, -1.55720, -1.20224], [-4.74477, -3.01413, -2.55639], [-3.29051, -2.16926, -3.09680], [-4.52800, -2.61861, -4.27087], [-5.33046, 0.31848, 3.93979], [-3.94602, 0.41668, 2.62028], [-2.74688, -0.23839, 2.82066], [-1.77243, -0.08280, 1.84417], [-1.96148, 0.63882, 0.75326], [-3.12681, 1.23135, 0.56098], [-4.16340, 1.15536, 1.47382], [-2.55597, -0.83497, 3.69741], [-0.80199, -0.55548, 1.95576], [-3.24960, 1.80021, -0.34989], [-5.09644, 1.66405, 1.29759], [1.11991, -1.93781, 2.57573], [0.83995, -2.45420, 4.08618], [0.63308, -2.82210, 5.17118]], "forces_ev_per_angstrom": [[0.149, 0.099, -0.595], [-0.046, 0.049, 0.089], [-0.010, -0.132, -0.080], [-0.012, -0.038, 0.035], [-0.003, 0.030, -0.055], [-0.004, 0.004, -0.029], [0.310, -0.060, -0.232], [-0.083, 0.033, -0.008], [0.036, -0.107, 0.093], [0.057, 0.112, -0.001], [-0.104, -0.035, -0.170], [0.011, -0.038, -0.032], [-0.033, -0.057, -0.139], [-0.052, 0.007, 0.011], [-0.119, -0.048, -0.269], [0.509, 0.425, 0.677], [0.052, 0.170, 0.058], [-0.047, 0.035, -0.188], [-0.417, -0.035, 0.454], [-0.114, -0.113, -0.122], [-0.033, 0.187, -0.108], [0.577, -0.132, -0.161], [-0.021, -0.887, -0.170], [-0.021, 0.221, -0.031], [0.005, 0.029, -0.011], [0.024, 0.150, 0.008], [-0.079, 0.005, 0.027], [0.001, 0.243, -0.059], [-0.257, 0.014, 0.245], [0.071, 0.056, -0.074], [-0.037, 0.006, -0.046], [0.106, -0.033, 0.135], [-0.001, 0.043, 0.078], [0.010, -0.012, -0.036], [0.002, 0.005, -0.117], [-0.079, -0.044, 0.175], [0.061, -0.013, -0.003], [0.287, 0.023, -0.310], [-0.127, 0.141, -0.027], [0.013, -0.069, 0.036], [0.026, -0.069, -0.093], [0.068, -0.030, 0.041], [-0.041, 0.074, 0.038], [-0.003, 0.012, -0.007], [-0.069, 0.094, 0.025], [0.035, -0.012, -0.043], [-0.269, 0.000, 0.211], [-0.009, 0.018, -0.071], [-0.036, 0.082, -0.006], [0.028, -0.122, 0.050], [0.063, -0.010, 0.024], [-0.014, -0.063, -0.138], [0.030, 0.030, 0.048], [-0.038, 0.017, 0.081], [0.020, -0.045, 0.008], [0.040, 0.024, -0.038], [0.075, -0.004, -0.020], [0.141, 0.051, 0.022], [0.056, 0.128, -0.070], [0.016, 0.100, -0.064], [-0.080, 0.094, 0.076], [-0.057, 0.045, -0.030], [-0.024, -0.095, 0.017], [-0.054, -0.051, 0.064], [0.007, -0.082, -0.028], [0.092, -0.114, 0.020], [0.028, 0.006, -0.094], [-0.015, -0.008, 0.003], [-0.033, 0.008, 0.011], [-0.013, 0.033, -0.047], [-0.027, 0.043, 0.005], [-0.008, -0.002, 0.043], [-0.115, -0.027, -0.113], [-0.004, 0.064, -0.007], [-0.081, 0.044, -0.089], [-0.139, -0.071, 0.065], [-0.116, -0.083, 0.028], [-0.012, 0.031, 0.041], [-0.062, -0.075, 0.045], [0.085, 0.010, 0.068], [0.076, 0.003, 0.040], [0.049, 0.071, 0.022], [0.089, -0.018, -0.040], [0.049, 0.045, 0.084], [0.103, -0.002, 0.008], [0.059, -0.018, 0.144], [0.131, -0.053, 0.023], [0.110, -0.081, -0.024], [0.062, -0.009, -0.073], [-0.008, -0.068, -0.104], [-0.051, -0.020, -0.128], [-0.042, -0.005, -0.050], [-0.069, -0.019, -0.021], [-0.080, -0.036, 0.006], [-0.008, 0.076, -0.024], [0.058, 0.089, -0.104], [-0.051, 0.028, -0.066], [-0.089, 0.152, 0.054], [-0.033, 0.097, 0.060], [0.015, -0.032, 0.166], [-0.116, 0.035, 0.063], [0.021, -0.052, 0.089], [-0.031, -0.060, 0.060], [0.038, -0.067, -0.019], [-0.012, -0.050, -0.040], [0.127, -0.008, -0.137], [-0.072, -0.104, 0.062], [-0.202, 0.100, 0.131], [0.037, -0.138, 0.310], [0.019, 0.011, -0.096], [-0.290, 0.147, 0.041], [-0.076, -0.091, 0.209], [0.065, -0.064, 0.096], [-0.034, -0.086, 0.134], [0.061, 0.005, -0.086], [-0.106, 0.072, -0.031], [0.468, 0.349, -1.373], [-0.237, -0.308, 0.994], [-0.094, -0.172, 0.493]], "lowdin_charge": [0.192, -0.056, -0.266, -0.020, -0.253, -0.035, -0.179, -0.206, -0.044, -0.006, -0.233, -0.043, -0.075, -0.044, -0.231, -0.180, 0.047, 0.122, 0.284, 0.038, 0.123, 0.292, -0.190, -0.231, -0.043, -0.075, -0.042, -0.226, -0.154, -0.225, -0.064, -0.022, -0.268, -0.054, -0.004, -0.229, -0.053, -0.198, -0.223, -0.032, -0.009, -0.274, -0.058, -0.027, -0.242, -0.029, -0.161, -0.254, -0.053, -0.022, -0.274, -0.061, -0.003, -0.200, -0.043, 0.070, 0.070, 0.079, 0.094, 0.064, 0.067, 0.080, 0.077, 0.018, 0.076, 0.115, 0.120, 0.096, 0.121, 0.120, 0.095, 0.121, 0.075, 0.081, 0.019, 0.115, 0.064, 0.077, 0.080, 0.119, 0.077, 0.077, 0.025, 0.084, 0.077, 0.021, 0.113, 0.070, 0.077, 0.055, 0.109, 0.070, 0.078, 0.085, 0.076, 0.030, 0.077, 0.115, 0.069, 0.069, 0.076, 0.115, 0.076, 0.004, 0.076, 0.676, -0.677, -0.088, -0.132, 0.007, -0.140, -0.135, 0.106, -0.009, 0.029, 0.084, 0.376, -1.124, -0.069]}


Per-record HOMO-LUMO gap, Ha: 0.23301; 0.21646